ORCA calculation (the ωB97M-V functional and the def2-TZVPD basis) on 4 unconnected molecules or ions with the total composition C18H33F3NO14S3.

Results
E_tot = -90004.7322 eV
Net charge = +1
Orbital gap = 7.522 eV

Geometry (Å):
O  6.3202  -4.4348  4.8632
C  -1.7412  6.1159  -4.6556
C  0.7195  -4.5190  -0.9019
O  -7.9795  2.6647  -1.7745
H  4.3866  -6.0545  3.7870
H  5.0206  -3.7090  0.0585
O  4.5693  -2.6991  4.7827
O  -7.1644  1.7126  -2.4431
S  1.7895  -3.1323  -1.0799
H  0.1771  6.5317  -1.0560
S  -0.8442  4.9822  -2.4886
H  -3.5558  5.2823  -3.8174
H  8.3256  -4.4716  5.1381
O  5.4277  -3.7265  2.6877
H  1.1514  -5.3659  -1.4269
O  2.1554  -2.9776  -2.4532
H  -2.7600  -1.2780  -0.2491
H  -0.8606  1.5392  -1.2313
H  -0.7263  0.1166  -0.2334
H  3.9815  -1.9298  1.4815
F  -2.7711  1.5020  2.1229
S  5.0855  -3.8295  4.0761
H  -6.3411  -2.2040  -2.2266
H  -7.4759  2.9906  -1.0120
H  -7.5386  0.6778  -0.7295
C  -3.2301  6.1567  -4.3795
O  -0.4071  3.8371  -3.2309
H  5.2881  -1.3015  0.4622
F  -0.8923  2.2603  2.8589
C  4.2905  -1.7389  0.4558
C  -5.2399  -1.9347  -0.6726
C  -6.8967  0.5934  -1.6026
O  -1.1045  1.9626  0.7243
C  7.6540  -2.4719  5.5389
H  -1.4522  6.9679  -5.2654
H  3.8832  -5.3749  5.3684
H  -3.4880  7.0382  -3.7934
C  -1.2726  1.0482  -0.3497
C  -4.7332  1.7977  -1.3283
H  7.8296  -3.6004  3.6962
O  -2.0433  4.8854  -1.6919
N  -3.4314  1.8862  -1.0470
F  -1.0322  0.2319  2.1351
H  4.5426  -2.8372  -1.3897
C  3.9884  -5.1859  4.3037
C  -3.3308  -0.4198  -0.5584
H  0.6031  4.8422  -0.6764
O  1.2319  -2.0220  -0.3597
C  -4.6859  -0.5317  -0.8532
H  0.5958  -4.7331  0.1562
H  -0.2362  -4.2462  -1.3441
C  4.2829  -3.0215  -0.3464
H  -5.2421  2.6997  -1.6264
O  -0.9412  6.2261  -3.4511
O  3.0116  -3.7194  -0.2733
C  7.5968  -3.7640  4.7494
C  -5.4228  0.5961  -1.2461
O  -4.6493  -2.6824  0.0274
H  -1.4569  5.2141  -5.1990
H  -3.7807  6.1802  -5.3192
H  -2.9401  2.7820  -1.1174
H  6.9727  -1.7258  5.1325
H  7.3702  -2.6442  6.5767
H  -7.1610  -0.2836  -2.1702
C  -1.4402  1.4805  1.9495
H  1.3634  5.6531  -2.0755
H  3.6029  -1.0046  0.0359
C  -2.7187  0.8119  -0.6680
H  3.0313  -4.8939  3.8772
H  8.6636  -2.0626  5.5084
O  -6.3877  -2.3053  -1.2666
C  0.4633  5.5701  -1.4733

ORCA calculation (the ωB97M-V functional and the def2-TZVPD basis) on a single C7H10 molecule.

Results
Energy above the lowest of the compared OMol25 structures with the same formula, charge and spin = 544.30 kJ/mol
E_tot = -7415.3935 eV
Orbital gap = 7.993 eV

Geometry (Å):
H  -1.4583  -0.5585  -1.8513
C  -2.0368  2.0455  0.7732
H  -1.4346  -1.1417  1.1449
C  -1.8719  0.8678  0.5904
H  -2.1568  3.1007  0.8658
C  1.2906  -0.4495  0.1591
C  2.5591  0.3681  -0.0919
H  -0.6329  -1.9061  -0.9964
H  0.9894  -0.3661  1.2205
H  2.6310  0.5795  -1.1629
H  -2.8288  -0.9082  0.0845
C  -0.9049  -0.8391  -0.9483
H  1.4460  -1.5305  -0.0107
H  2.4947  1.3335  0.4186
C  -1.8086  -0.5712  0.2870
C  0.1980  0.1178  -0.6764
H  3.4644  -0.1553  0.2261

ORCA calculation (the ωB97M-V functional and the def2-TZVPD basis) on a molecular structure, C31H53N4O2SSi4TeW.

Results
Energy above the lowest of the compared OMol25 structures with the same formula, charge and spin = 0.00 kJ/mol
E_tot = -94521.7548 eV
Net charge = +1
Orbital gap (spin up / spin down) = 5.824 / 5.825 eV

Geometry (Å):
H  3.0703  1.1820  -3.9295
C  -0.7284  -1.5804  -3.5312
Si  -1.6225  -0.3822  2.8008
H  -0.0989  3.9013  -5.0637
H  -0.8003  -4.8631  -4.2886
N  1.6512  1.1810  0.1970
H  -0.7262  -4.6942  2.3347
S  2.0683  -3.9799  0.0418
H  0.5691  -1.9485  5.3347
C  -2.3003  -3.1411  4.7900
C  -1.9172  1.3076  -2.9164
C  2.5649  -2.9154  1.2839
H  -1.6188  -2.6469  -5.1398
C  0.1032  2.3500  -3.5934
Si  -3.9344  -0.0042  3.1321
H  -5.4639  1.8498  2.5685
H  -2.0319  -4.1481  5.1212
H  1.6036  0.2937  4.3932
C  -1.0523  -3.6878  2.0599
C  -2.6429  2.1062  -3.7912
C  0.1712  -3.9684  -2.6064
H  -0.4043  -3.3165  1.2653
H  -2.5483  3.6776  -5.2572
C  1.2994  -1.4938  -0.0608
C  3.0828  2.4351  -5.5593
C  0.4440  -2.7765  -1.9378
H  4.9105  2.1661  0.4003
C  -4.3767  -0.1268  4.9512
H  -2.1953  2.2412  5.1749
H  -1.1236  1.0589  5.9323
H  -3.9181  2.4867  3.1297
H  3.4727  3.0942  0.8526
H  2.2983  -0.8470  1.8124
H  -2.3345  -2.5008  5.6732
H  -4.7651  -1.2081  1.1026
H  0.9205  -3.5485  4.6816
H  -5.9778  -1.1711  2.3861
C  -0.6198  3.1551  -4.4719
C  4.7607  0.5548  -1.8760
H  1.4217  -2.1018  3.7957
H  -3.3040  -3.1895  4.3644
H  -2.0650  -3.7552  1.6547
H  -3.7628  0.5219  5.5768
H  -2.4804  0.6020  -2.3177
H  -4.6318  -2.3085  2.4753
H  -4.2800  -1.1468  5.3241
H  1.8742  1.0449  2.8061
C  3.0279  1.2834  -0.1784
H  -3.7194  2.0021  -3.8421
Te  -1.7816  -0.3072  0.2420
O  0.8720  2.0653  -0.6627
H  -0.2559  2.7220  1.4089
H  4.7799  0.6770  -2.9618
C  3.8819  2.0879  0.7436
N  2.3152  0.0401  -2.0152
C  -1.0300  -2.7215  -4.2372
Si  -1.0322  -2.5451  3.5417
H  2.2730  -0.0677  -5.7205
N  -0.0120  -1.5786  -2.3910
H  1.8414  3.5776  -3.8529
C  1.4036  1.1743  3.7804
W  0.4778  0.2457  -1.0831
O  2.7594  -1.0469  -2.7879
C  0.6314  -2.5291  4.4113
H  3.8880  1.6355  1.7374
C  1.5871  2.5613  -3.5599
C  -0.5741  -3.9455  -3.7621
H  5.1904  -0.4277  -1.6779
H  -0.5837  2.7225  5.7063
C  1.2171  -2.6915  -0.7290
H  -5.4194  0.1760  5.0799
C  -0.6925  2.9249  2.3879
N  2.3761  1.6444  -4.5177
C  2.0935  -1.6463  1.1146
H  0.5448  -4.8965  -2.1958
H  3.1805  -3.2908  2.0870
C  -0.5227  1.3864  -2.7764
H  -0.2218  3.8250  2.7932
H  3.6642  1.7664  -6.1895
C  -1.1576  1.9115  5.2501
H  -1.7541  3.1346  2.2456
H  0.8259  0.9858  -5.7845
C  3.3739  0.6559  -1.3144
H  -1.0756  -0.6218  -3.8784
H  2.7993  -1.8031  -2.1713
H  1.1361  -0.0459  -4.3599
Si  -0.4310  1.4966  3.5668
H  1.8666  2.0367  4.2682
C  -4.9112  -1.2946  2.1805
C  1.5868  0.5484  -5.1439
H  -4.0701  1.8688  1.4809
H  1.9833  2.3768  -2.5691
C  -4.3808  1.7113  2.5156
H  5.4108  1.3074  -1.4392
C  -1.9951  3.0403  -4.5806
H  2.3359  2.9516  -6.1580
H  3.7362  3.1578  -5.0776

ORCA calculation (the ωB97M-V functional and the def2-TZVPD basis) on a molecular structure, C19H14Cl2IIrN4O2S2.

Results
Energy above the lowest of the compared OMol25 structures with the same formula, charge and spin = 141.37 kJ/mol
E_tot = -87631.8362 eV
Net charge = +1
Spin multiplicity = 2
Orbital gap (spin up / spin down) = 6.604 / 5.910 eV

Geometry (Å):
Ir  0.7627  -0.7132  -0.1700
C  0.4509  -2.1057  -4.0002
N  0.3828  -1.1141  -6.3769
C  2.6145  3.2264  1.0793
H  3.1809  1.9795  -2.5526
Cl  0.5491  -2.5392  1.4916
C  -0.6521  -2.8440  -3.4733
C  1.9814  1.8353  -0.7932
H  2.7930  -3.0764  2.0524
H  4.6973  3.6816  -1.5571
C  -1.3390  0.7908  -4.0980
C  -2.5114  0.1874  -4.4584
H  0.6223  2.0965  -2.8752
S  2.9902  -1.0498  -3.5636
H  2.4513  3.5749  2.0898
C  -0.7932  0.4630  -2.8286
H  -4.4573  -2.1089  -2.0741
H  -0.6825  2.7686  -4.6189
C  1.7825  2.2828  0.5111
H  2.0830  -1.8310  3.1604
N  1.0609  0.8786  -1.3209
C  -1.4709  -0.4556  -2.0179
H  -1.1680  1.7756  -5.9805
Cl  2.8995  -0.8839  1.1430
C  -0.6414  1.7539  -5.0245
N  -1.5424  -3.4257  -3.0373
C  -2.7274  -0.9610  -2.4691
C  0.4150  -1.6040  -5.3368
N  -3.1985  -0.6430  -3.6485
H  4.3269  4.4670  0.7558
O  0.7364  1.4535  -5.1915
C  0.3522  1.1809  -2.3592
H  -2.9648  -2.7999  -1.4088
H  -2.9452  0.3688  -5.4344
C  3.0334  2.3370  -1.5412
I  0.1518  1.4653  1.5552
H  0.8056  0.6793  -5.7665
C  1.5255  -1.8145  -3.2282
C  3.6681  3.7278  0.3216
C  -3.5152  -1.8750  -1.5864
C  3.8747  3.2873  -0.9767
O  -1.0700  -0.8739  -0.8299
C  2.1810  -2.1867  2.1418
H  -3.7095  -1.4090  -0.6189
S  1.7189  -2.3031  -1.5441

ORCA calculation (the ωB97M-V functional and the def2-TZVPD basis) on 3 unconnected molecules or ions with the total composition C10H16N2OS.

Results
Energy above the lowest of the compared OMol25 structures with the same formula, charge and spin = 510.99 kJ/mol
E_tot = -26487.2939 eV
Orbital gap = 8.087 eV

Geometry (Å):
H  1.2067  -1.8756  -1.0069
H  -0.0924  1.5708  -0.7387
H  -0.5717  -2.1328  3.0198
C  -3.0654  0.0756  -0.7886
H  -2.7534  1.8000  3.4163
H  -4.4682  0.2567  0.8681
H  -1.4465  -0.1391  -2.1480
C  -3.3369  1.6807  2.5303
H  -0.9232  2.3101  1.3161
H  3.8772  0.6451  -2.4160
C  -0.1501  -1.5702  2.0421
C  4.4793  -0.0936  -1.8244
H  -3.6205  -0.3661  -1.5535
C  -1.0062  1.1605  -0.3566
H  3.1415  -1.3865  -0.6854
H  -3.7302  2.6476  2.5265
C  -1.7366  0.2768  -1.1455
S  0.2076  -2.5626  0.7512
O  4.8488  0.4903  -0.6391
N  3.3146  -2.0840  -2.5665
C  3.6273  -1.2267  -1.6836
H  0.0312  -0.5746  1.9661
N  0.6961  -1.4503  -0.2202
C  -3.4841  0.3602  0.4859
C  -1.4773  1.5694  0.8542
H  -4.0564  1.0817  2.9331
H  5.3721  -0.5920  -2.4562
H  3.7682  -2.0123  -3.4875
C  -2.7348  1.2004  1.3025
H  4.0834  0.9405  -0.2956

ORCA calculation (the ωB97M-V functional and the def2-TZVPD basis) on 8 unconnected molecules or ions with the total composition C44H38Cl14O6P3.

Results
E_tot = -261714.1959 eV
Net charge = -1
Orbital gap = 6.581 eV

Geometry (Å):
H  -3.8190  -2.2183  1.2735
C  -1.0378  -2.2488  -4.1536
Cl  5.4122  0.6443  -7.3348
Cl  1.9640  9.0248  3.1778
C  -5.5620  -7.2053  -0.3014
C  5.5456  6.7124  4.6181
H  1.4343  -2.0014  -10.2209
O  5.6711  2.5972  1.3893
C  -3.3065  5.0039  7.0852
Cl  1.6299  6.0992  4.3982
H  -1.8528  1.0128  -1.8866
H  3.1279  1.6849  -1.3264
H  0.9900  -7.8770  1.2456
P  5.1642  1.3250  0.6077
O  2.9283  1.9149  1.9510
H  6.5711  2.3707  1.6880
C  -1.7526  -9.2175  2.6980
H  -6.3634  -7.4276  1.6616
C  1.8511  -0.4788  -8.7813
C  -0.8629  -6.8582  1.5499
H  -3.5242  4.4011  7.9563
O  5.7848  0.1064  1.1093
C  3.1733  6.8461  4.2732
H  -7.2184  -5.1064  1.7674
Cl  -1.5871  4.4514  3.5446
C  0.2315  -0.6992  -2.8279
O  2.0101  -0.9983  -0.1452
C  -5.8502  -5.0551  -1.3227
C  -5.3723  -6.3555  -1.3787
C  -0.0171  -7.9496  1.6316
C  -0.5432  -1.8415  -2.9246
C  4.5152  -1.1583  -9.1121
C  -6.7065  -5.4608  0.8835
H  3.8182  -2.6049  -10.5230
H  -5.1803  -8.2158  -0.3439
O  2.7734  3.3037  -0.1157
O  5.5456  1.4847  -0.9236
H  4.1633  5.1564  5.1254
H  3.5605  4.0774  1.9873
C  -2.6022  -8.1260  2.6139
C  -1.8650  0.2897  0.1245
H  1.6039  1.6626  -0.4438
C  4.1646  -0.1543  -8.2230
H  0.2389  0.2116  -6.0827
C  -2.7448  6.5385  4.8457
H  4.6994  9.6692  3.2152
H  1.8893  4.9240  1.2886
C  2.6509  1.9348  -0.3854
H  5.5559  -1.4203  -9.2367
H  -4.5640  -2.1934  -1.0768
C  3.5377  -1.8216  -9.8324
H  0.8122  -0.2133  -8.6462
C  -3.3953  -1.5071  0.5774
H  3.7223  -1.2661  1.5524
C  0.0195  -0.3631  -5.1962
C  -3.3791  7.1093  5.9388
H  0.6142  -0.3954  -1.8602
H  1.8306  3.6920  2.9310
H  -4.1531  6.7975  7.9072
C  -2.6718  4.4337  5.9962
Cl  -1.9226  -0.6788  2.6676
H  -0.7654  -2.4184  -2.0380
Cl  -3.1734  -5.5506  1.9308
H  6.6803  8.4259  3.9956
Cl  -0.6215  1.3912  0.6052
Cl  2.3479  1.4330  -6.9660
Cl  -1.3623  -1.9735  -6.8498
H  1.1215  0.9328  -3.8996
Cl  -4.2138  -8.2782  3.2312
C  2.2029  -1.4828  -9.6651
H  -0.5203  -5.9354  1.1040
C  -3.6599  6.3455  7.0575
H  -3.5872  -0.5587  -2.6621
C  -3.2654  -0.5763  -1.6292
C  3.3260  8.1156  3.7352
H  -6.8813  -3.5922  -0.1513
C  -0.4616  -9.1306  2.2085
H  -2.1046  -10.1355  3.1465
Cl  -4.5215  -6.9422  -2.7635
Cl  -2.0029  -3.6867  -4.2304
C  3.3275  1.2545  0.7927
H  0.9977  2.9761  1.2075
C  -2.4234  -0.6186  1.0119
C  4.2872  6.1477  4.7144
H  6.4093  6.1595  4.9612
C  -2.1566  -6.9416  2.0418
C  -3.8156  -1.4891  -0.7416
Cl  -2.4137  7.5262  3.4681
C  -2.3873  5.1974  4.8731
H  5.1408  2.2982  -1.2924
H  1.7947  -0.2852  2.1105
C  -0.7571  -1.5064  -5.2904
C  -2.2929  0.3072  -1.1961
P  2.2809  3.5561  1.5617
H  -3.6516  8.1546  5.9112
Cl  -5.6156  -3.9563  -2.6334
C  0.5141  0.0402  -3.9679
C  -6.5170  -4.6093  -0.1908
H  -2.3920  3.3902  6.0128
C  -6.2262  -6.7600  0.8259
C  2.8303  0.1878  -8.0605
C  4.5881  8.6809  3.6379
H  0.1972  -9.9850  2.2774
C  5.6976  7.9815  4.0776
P  2.6953  -0.4517  1.0526

Q: Number 4 is which compound?
A: C19H14Cl2IIrN4O2S2